# 1
{
  "formula": "C20H51MgN2O11S6",
  "method": "the ωB97M-V functional and the def2-TZVPD basis",
  "fmax_ev_per_a": 3.66,
  "energy_ev": -117517.157,
  "multiplicity": 2,
  "orbital_gap_ev": [2.3643, 8.6667],
  "species": ["S", "S", "S", "S", "S", "S", "Mg", "O", "O", "O", "O", "O", "O", "O", "O", "O", "O", "O", "N", "N", "C", "C", "C", "C", "C", "C", "C", "C", "C", "C", "C", "C", "C", "C", "C", "C", "C", "C", "C", "C", "H", "H", "H", "H", "H", "H", "H", "H", "H", "H", "H", "H", "H", "H", "H", "H", "H", "H", "H", "H", "H", "H", "H", "H", "H", "H", "H", "H", "H", "H", "H", "H", "H", "H", "H", "H", "H", "H", "H", "H", "H", "H", "H", "H", "H", "H", "H", "H", "H", "H", "H"],
  "positions_angstrom": [[12.092, 1.944, -1.675], [10.230, -1.194, 0.563], [3.742, 6.331, -0.771], [7.540, 3.579, -3.385], [5.656, 0.604, -0.162], [7.719, 1.359, 5.226], [8.830, 1.236, -1.242], [9.150, 2.598, 0.123], [9.649, 4.592, 0.629], [3.166, 7.715, -1.064], [10.647, 1.406, -1.636], [6.201, 1.511, 5.434], [9.097, 7.414, 4.776], [9.262, -0.083, 0.105], [6.950, 1.116, -0.820], [8.347, 2.580, -2.506], [13.124, 8.819, 1.206], [7.648, 3.979, 0.773], [8.833, 3.709, 0.572], [7.489, 9.623, 0.488], [5.542, 6.084, -1.254], [2.967, 5.205, -2.015], [12.578, 2.450, 0.028], [9.145, -2.516, 1.152], [8.227, 3.404, -5.099], [4.999, 1.966, 0.876], [8.014, -0.405, 4.706], [8.078, 2.103, 3.602], [8.485, 5.140, -2.975], [8.165, 8.735, 0.220], [7.460, 6.275, 3.426], [10.894, -1.964, -0.970], [8.769, 6.382, 4.221], [4.369, 0.875, -1.481], [11.938, 3.668, -2.232], [12.211, 6.512, 1.296], [11.625, 8.346, 2.977], [12.387, 7.963, 1.733], [9.583, 5.119, 4.402], [9.031, 7.543, -0.069], [2.969, 5.687, -2.993], [1.949, 4.991, -1.691], [11.516, 4.285, -1.438], [7.537, 5.463, 2.703], [8.931, -2.360, 2.209], [3.484, 0.259, -1.324], [8.496, 5.283, -1.895], [8.527, 6.578, -0.027], [4.149, 1.941, -1.546], [9.669, 7.717, -0.936], [4.814, 0.583, -2.432], [12.771, 1.549, 0.611], [10.845, 7.613, 3.180], [11.524, 6.354, 0.465], [7.726, 2.608, -5.649], [6.720, 5.989, 4.173], [8.185, 6.038, -3.515], [9.797, 4.622, 3.456], [9.768, 7.432, 0.726], [13.191, 6.159, 0.974], [11.210, 9.342, 2.823], [3.536, 4.282, -2.129], [3.970, 1.712, 1.131], [9.288, 3.188, -4.972], [7.521, 1.540, 2.852], [10.047, -2.070, -1.648], [7.156, 7.184, 2.906], [8.077, 4.340, -5.638], [5.695, 6.166, -2.330], [5.586, 1.937, 1.794], [11.899, 3.159, 0.502], [7.711, 3.129, 3.583], [11.926, 5.865, 2.126], [8.976, 4.463, 5.026], [5.056, 2.929, 0.369], [11.299, -2.958, -0.782], [13.543, 2.955, 0.022], [11.668, -1.384, -1.472], [11.350, 3.742, -3.146], [9.115, 2.060, 3.268], [9.670, -3.471, 1.161], [10.476, 5.273, 5.008], [6.060, 6.909, -0.766], [8.262, -2.653, 0.527], [6.071, 5.190, -0.925], [9.086, -0.559, 4.837], [12.261, 8.285, 3.861], [7.436, -1.015, 5.400], [9.531, 4.965, -3.230], [12.972, 3.937, -2.449], [7.798, -0.543, 3.646]],
  "lowdin_charge": [0.937, 0.921, 0.836, 0.880, 0.923, 0.846, 0.271, -0.088, -0.007, -0.559, -0.608, -0.576, 0.049, -0.595, -0.606, -0.617, 0.036, -0.009, -0.558, 0.132, -0.250, -0.254, -0.234, -0.246, -0.235, -0.228, -0.242, -0.281, -0.228, -0.256, 0.001, -0.241, -0.476, -0.223, -0.234, -0.029, -0.020, -0.453, -0.024, -0.063, 0.053, 0.044, 0.044, 0.042, 0.035, 0.053, 0.023, 0.040, 0.030, 0.087, 0.045, 0.048, 0.039, 0.052, 0.043, 0.093, 0.063, 0.063, 0.042, 0.080, 0.098, 0.022, 0.062, 0.048, 0.029, 0.043, 0.081, 0.048, 0.041, 0.030, 0.040, 0.031, 0.073, 0.074, 0.051, 0.050, 0.054, 0.041, 0.041, 0.062, 0.054, 0.088, 0.026, 0.067, 0.021, 0.042, 0.100, 0.052, 0.030, 0.056, 0.030]
}

# 2
{
  "formula": "C20H51O14PSi2",
  "method": "the ωB97M-V functional and the def2-TZVPD basis",
  "fmax_ev_per_a": 1.13,
  "energy_ev": -75274.147,
  "orbital_gap_ev": 8.8567,
  "species": ["P", "Si", "Si", "O", "O", "O", "O", "O", "O", "O", "O", "O", "O", "O", "O", "O", "O", "C", "C", "C", "C", "C", "C", "C", "C", "C", "C", "C", "C", "C", "C", "C", "C", "C", "C", "C", "C", "H", "H", "H", "H", "H", "H", "H", "H", "H", "H", "H", "H", "H", "H", "H", "H", "H", "H", "H", "H", "H", "H", "H", "H", "H", "H", "H", "H", "H", "H", "H", "H", "H", "H", "H", "H", "H", "H", "H", "H", "H", "H", "H", "H", "H", "H", "H", "H", "H", "H", "H"],
  "positions_angstrom": [[-5.644, -0.261, -3.398], [-4.090, -3.260, -1.499], [-4.165, -0.369, -1.703], [-5.006, -6.001, 8.358], [-5.215, -1.572, -4.293], [-2.340, -3.050, 2.740], [2.701, 1.188, -1.897], [-2.467, 1.368, -4.272], [6.731, 8.618, -3.784], [-0.934, 0.127, -3.167], [-3.323, -1.778, -1.458], [-6.985, -0.762, -2.570], [-0.577, -0.793, 2.045], [-2.961, -4.793, 6.621], [-1.910, -1.680, -4.099], [6.544, 5.836, -2.842], [4.268, 2.370, -4.086], [-1.741, -1.169, 1.330], [-2.861, 0.970, -1.949], [2.633, 2.463, -1.286], [7.096, 6.235, -4.086], [-4.151, -5.800, 9.468], [5.437, 2.239, -3.297], [0.500, -1.698, 1.889], [6.676, 9.057, -2.440], [0.006, -2.018, -2.684], [-4.345, -4.856, 6.320], [-1.049, -1.226, -3.397], [2.315, 1.190, -3.263], [-5.197, -4.839, 7.570], [-2.311, -6.048, 6.538], [3.510, 1.177, -4.188], [5.136, 5.976, -2.778], [-2.128, 0.860, -3.249], [-2.779, -1.808, 2.223], [7.706, 7.617, -4.016], [-1.876, -2.978, 4.078], [-5.948, -1.834, -4.869], [-3.365, -4.150, -0.571], [-4.929, -0.026, -0.481], [6.335, 6.201, -4.871], [-3.908, -6.782, 9.872], [1.725, 0.286, -3.431], [-5.495, -3.113, -1.063], [-1.325, -5.935, 6.986], [3.139, 2.392, -0.325], [7.880, 5.516, -4.342], [0.941, -1.609, 0.889], [-3.226, -5.296, 9.179], [-3.360, 1.942, -1.957], [-4.984, -3.939, 8.155], [5.817, 3.242, -3.107], [4.841, 5.848, -1.737], [-4.653, -5.214, 10.245], [6.205, 1.669, -3.831], [-2.711, -2.857, 4.773], [-6.251, -4.811, 7.277], [-2.176, 0.896, -1.098], [-3.994, -3.818, -2.857], [7.544, 9.681, -2.198], [-2.860, -6.823, 7.077], [6.633, 8.217, -1.742], [-1.376, -3.917, 4.303], [1.255, -1.436, 2.628], [0.691, -1.366, -2.139], [4.645, 5.204, -3.382], [-1.490, -1.844, 0.507], [0.184, -2.731, 2.052], [3.125, 3.227, -1.893], [-3.047, -1.125, 3.035], [8.478, 7.646, -3.240], [-2.166, -0.256, 0.899], [-4.592, -3.977, 5.715], [-3.681, -2.000, 1.630], [-0.512, -2.656, -1.963], [4.137, 0.305, -3.978], [3.155, 1.100, -5.220], [8.183, 7.840, -4.976], [5.229, 1.753, -2.341], [-2.190, -6.354, 5.492], [0.554, -2.640, -3.395], [-1.170, -2.155, 4.215], [-7.769, -0.513, -3.077], [4.806, 6.960, -3.119], [1.591, 2.757, -1.114], [-4.569, -5.746, 5.725], [1.676, 2.051, -3.481], [5.774, 9.656, -2.330]],
  "lowdin_charge": [0.700, 0.534, 0.399, -0.189, -0.365, -0.185, -0.190, 0.157, -0.189, 0.059, -0.497, -0.379, -0.180, -0.208, 0.124, -0.199, -0.192, -0.210, -0.167, -0.105, -0.205, -0.111, -0.099, -0.103, -0.112, 0.037, -0.207, -0.502, -0.203, -0.206, -0.109, -0.200, -0.111, -0.501, -0.201, -0.207, -0.096, 0.054, -0.055, 0.006, 0.129, 0.089, 0.102, -0.042, 0.090, 0.090, 0.126, 0.083, 0.083, 0.100, 0.127, 0.070, 0.092, 0.088, 0.091, 0.075, 0.126, 0.083, -0.047, 0.088, 0.085, 0.083, 0.088, 0.090, 0.077, 0.078, 0.111, 0.086, 0.076, 0.131, 0.126, 0.109, 0.119, 0.115, 0.089, 0.128, 0.128, 0.125, 0.088, 0.088, 0.099, 0.089, 0.037, 0.086, 0.088, 0.130, 0.132, 0.089]
}

Which formula does entry 2 have? C20H51O14PSi2